Entry 1:
15
Properties=species:S:1:pos:R:3 method="wB97M-V/def2-TZVPD" smiles="C=C1C=C(N)CN1" max_force_ha_per_bohr=0.018 molar_mass_g_mol=96.133 relative_energy_kj_mol=174.53 energy_ev=-8293.1874 multiplicity=1 homo_ev=-7.8674 lumo_ev=1.0
C 2.18 -0.57 0.04
C 0.99 -0.44 0.62
C -0.26 -1.14 0.25
C -1.08 -0.16 -0.15
N -2.26 -0.21 -0.86
C -0.32 1.14 0.03
N 0.55 0.80 1.17
H 2.94 0.20 0.15
H 2.39 -1.40 -0.62
H -0.38 -2.21 0.13
H -2.93 0.52 -0.64
H -2.69 -1.12 -0.90
H 0.37 1.18 -0.85
H -0.91 2.05 0.15
H 1.32 1.46 1.24


Entry 2:
22
Properties=species:S:1:pos:R:3 method="wB97M-V/def2-TZVPD" max_force_ha_per_bohr=0.141 molar_mass_g_mol=114.192 relative_energy_kj_mol=261.98 energy_ev=-9426.7692 multiplicity=1 homo_ev=-7.9519 lumo_ev=0.9
C -3.32 0.39 0.21
N -2.19 0.38 -0.69
C -0.81 0.83 -0.18
C 0.05 -0.14 -0.26
C 0.18 -1.50 -0.82
N 1.36 0.62 0.33
C 1.80 0.00 1.57
C 2.42 0.69 -0.65
H -3.27 1.28 0.83
H -4.25 0.43 -0.36
H -3.38 -0.49 0.88
H -2.21 -0.39 -1.34
H -0.86 1.73 0.40
H 0.25 -1.48 -1.91
H 1.08 -1.98 -0.43
H -0.70 -2.10 -0.56
H 0.96 -0.03 2.27
H 2.19 -1.02 1.44
H 2.60 0.60 2.01
H 2.84 -0.29 -0.92
H 2.03 1.16 -1.55
H 3.23 1.31 -0.27


Entry 3:
36
Properties=species:S:1:pos:R:3 method="wB97M-V/def2-TZVPD" max_force_ha_per_bohr=0.022 molar_mass_g_mol=218.320 charge=+1 relative_energy_kj_mol=83.16 energy_ev=-18372.5270 multiplicity=1 homo_ev=-11.9570 lumo_ev=-5.9
C 2.73 1.03 -0.29
C 3.87 0.18 -0.88
C 3.73 -1.15 -0.22
C 2.72 -1.13 0.68
C 2.09 0.14 0.75
C 1.10 0.57 1.69
C 0.42 -0.34 2.53
C -0.48 0.11 3.47
C -0.73 1.46 3.63
C -0.08 2.37 2.81
C 0.80 1.94 1.85
H 3.09 1.96 0.16
H 1.99 1.30 -1.05
H 3.81 0.08 -1.98
H 4.86 0.61 -0.67
H 4.38 -2.00 -0.40
H 2.46 -1.97 1.30
H 0.59 -1.39 2.41
H -0.99 -0.60 4.11
H -1.41 1.80 4.39
H -0.27 3.42 2.94
H 1.30 2.66 1.24
C -3.85 -2.09 -1.94
C -3.00 -0.94 -2.47
O -3.80 0.22 -2.71
C -1.84 -0.59 -1.52
N -1.03 0.49 -2.04
H -3.28 -3.01 -1.83
H -4.27 -1.83 -0.97
H -4.69 -2.29 -2.61
H -2.58 -1.23 -3.45
H -3.21 1.01 -2.81
H -2.28 -0.28 -0.57
H -1.23 -1.48 -1.32
H -0.34 0.77 -1.36
H -0.54 0.20 -2.88


Entry 4:
113
Properties=species:S:1:pos:R:3 method="wB97M-V/def2-TZVPD" max_force_ha_per_bohr=0.039 molar_mass_g_mol=1039.043 charge=+2 relative_energy_kj_mol=293.18 energy_ev=-153506.1438 multiplicity=1 homo_ev=-11.4136 lumo_ev=-6.5
Pt -0.56 0.69 -0.07
N -1.45 3.36 -1.14
P 0.15 3.09 -0.49
C 0.62 4.79 -0.09
C 0.80 5.73 -1.10
C 1.15 7.03 -0.77
C 1.31 7.39 0.56
C 1.10 6.46 1.57
C 0.75 5.16 1.25
C 1.16 2.66 -1.94
C 0.69 1.71 -2.86
C 1.53 1.18 -3.81
C 2.87 1.56 -3.85
C 3.35 2.51 -2.96
C 2.50 3.05 -2.00
P -2.38 2.12 -0.40
C -2.57 2.90 1.24
C -3.20 4.14 1.34
C -3.17 4.83 2.54
C -2.52 4.29 3.65
C -1.93 3.04 3.56
C -1.94 2.35 2.36
C -3.99 2.24 -1.20
C -4.25 3.22 -2.15
C -5.49 3.28 -2.76
C -6.46 2.34 -2.45
C -6.22 1.38 -1.48
C -4.99 1.32 -0.85
H -1.47 3.43 -2.15
H 0.68 5.44 -2.14
H 1.29 7.76 -1.55
H 1.60 8.40 0.81
H 1.21 6.75 2.61
H 0.59 4.42 2.03
H -0.36 1.41 -2.84
H 1.16 0.46 -4.53
H 3.53 1.12 -4.58
H 4.38 2.82 -2.99
H 2.87 3.79 -1.30
H -3.69 4.56 0.47
H -3.63 5.81 2.62
H -2.49 4.84 4.57
H -1.43 2.62 4.43
H -1.45 1.39 2.28
H -3.50 3.97 -2.39
H -5.70 4.06 -3.48
H -7.42 2.36 -2.95
H -7.00 0.69 -1.20
H -4.79 0.59 -0.08
C 4.31 -6.11 2.39
C 5.24 -5.49 1.34
C 4.52 -4.58 0.33
C 4.30 -3.15 0.82
N 3.46 -3.04 1.99
C 2.13 -3.28 2.05
Se 1.06 -3.62 0.59
N 1.72 -3.14 3.33
C 0.38 -3.36 3.85
C 0.24 -4.71 4.55
C 0.01 -5.87 3.59
C -1.34 -5.81 2.88
C 2.80 -2.77 4.11
C 2.89 -2.46 5.46
C 4.13 -2.08 5.94
C 5.25 -2.04 5.10
C 5.16 -2.36 3.76
C 3.91 -2.72 3.27
H 4.83 -6.88 2.95
H 3.45 -6.57 1.90
H 3.95 -5.37 3.11
H 5.70 -6.30 0.78
H 6.03 -4.93 1.83
H 3.56 -5.02 0.06
H 5.11 -4.51 -0.58
H 3.85 -2.56 0.01
H 5.27 -2.70 1.07
H -0.31 -3.30 3.01
H 0.16 -2.54 4.54
H -0.61 -4.64 5.24
H 1.13 -4.90 5.15
H 0.06 -6.80 4.16
H 0.81 -5.91 2.84
H -2.14 -5.62 3.60
H -1.55 -6.76 2.40
H -1.37 -5.04 2.11
H 2.03 -2.51 6.11
H 4.25 -1.82 6.98
H 6.21 -1.76 5.51
H 6.04 -2.33 3.13
N 1.51 -0.16 -0.17
H 1.92 -0.16 0.76
H 2.10 0.38 -0.79
H 1.45 -1.12 -0.50
C -4.17 -2.18 -1.45
N -2.86 -2.11 -0.82
C -1.73 -2.07 -1.74
C -2.71 -1.89 0.49
S -1.21 -1.35 1.15
N -3.72 -2.15 1.34
C -4.56 -3.34 1.22
C -3.75 -1.52 2.66
H -4.18 -1.51 -2.31
H -4.94 -1.86 -0.76
H -4.39 -3.19 -1.81
H -2.07 -2.39 -2.72
H -0.94 -2.74 -1.40
H -1.33 -1.05 -1.81
H -4.33 -3.89 0.31
H -5.62 -3.07 1.24
H -4.35 -4.00 2.06
H -3.55 -0.46 2.57
H -3.03 -1.96 3.34
H -4.75 -1.66 3.07


Which gap between HOMO and LUMO belongs to each record? In order, 8.8872; 8.8812; 6.0120; 4.9480 eV.